Density functional theory data (ωB97M-V with the def2-TZVPD basis set) for 7 unconnected molecules or ions with the total composition C28H58BBr2N11O17.

## Properties
- HOMO-LUMO gap: 8.5 eV
- HOMO level: -8.913 eV
- 2S+1: 1
- Energy: -8155.51472 hartree
- Maximum force: 0.8 eV/Å

Last column: Mulliken charge in e.
CARTESIAN COORDINATES (ANGSTROEM)
C  8.96034  2.32172  -0.17454  -1.168
C  8.11451  2.48552  -1.43233  -0.416
C  6.65030  2.03381  -1.30090  -0.674
C  6.37586  0.93603  -0.28496  -0.623
C  4.93435  0.43034  -0.35769  -0.673
C  4.41416  -0.13094  0.96567  -0.729
C  3.29242  -1.16992  0.81291  0.142
C  2.12967  -0.96638  1.77573  -0.926
C  1.24584  0.22376  1.38303  -0.736
N  -0.12713  0.13088  1.86690  1.055
B  -0.48458  0.79517  3.16132  0.423
O  -0.65042  0.08555  4.32619  -0.535
O  -0.56131  2.14556  3.11020  -0.504
C  -1.12876  -0.52685  1.27951  0.046
N  -2.34432  -0.54592  1.83550  -0.660
C  -3.12340  -1.24173  1.03494  0.326
C  -4.61205  -1.55320  1.34162  -0.052
O  -4.70247  -2.43425  2.20961  -0.647
O  -5.40439  -0.85876  0.72940  -0.646
N  -2.43478  -1.66085  -0.04302  1.187
C  -2.87370  -2.43387  -1.17217  -1.693
Br  -4.12820  -1.42631  -2.27994  0.002
C  -3.48366  -3.77970  -0.75075  0.077
C  -2.79036  -4.41969  0.44363  -0.760
Br  -3.41090  -4.90835  -2.32282  -0.126
N  -1.11744  -1.20828  0.11917  0.658
C  -0.07344  -1.45260  -0.86232  -1.146
C  0.13128  -0.33562  -1.90825  -0.724
C  -0.95406  0.74048  -1.95941  -0.723
C  -0.77592  1.87887  -0.95258  -0.172
N  -1.01756  3.21509  -1.54837  -0.119
C  -2.34507  3.27540  -2.17618  -1.072
C  -0.90896  4.15901  -0.49038  0.840
C  0.49898  4.45814  -0.05974  -0.746
O  -1.87329  4.70561  0.00537  -0.610
H  8.45935  2.75363  0.69279  0.281
H  9.92408  2.81399  -0.29024  0.384
H  9.14736  1.27193  0.05017  0.274
H  8.12242  3.54281  -1.70116  0.319
H  8.58787  1.96055  -2.26358  0.299
H  6.30787  1.68602  -2.27838  0.265
H  6.03972  2.90758  -1.05821  0.361
H  6.57888  1.28154  0.73006  0.397
H  7.03736  0.09082  -0.49334  0.269
H  4.85271  -0.34498  -1.12296  0.502
H  4.28979  1.25497  -0.67979  0.133
H  4.07566  0.69230  1.59819  0.330
H  5.25510  -0.61960  1.46213  0.487
H  2.92206  -1.14962  -0.21850  0.321
H  3.70387  -2.16323  0.97138  -0.387
H  2.53427  -0.79952  2.77730  0.572
H  1.51453  -1.86710  1.83470  0.355
H  1.28033  0.37121  0.30477  -0.667
H  1.65116  1.14042  1.81226  0.772
H  0.15275  -0.30377  4.67934  0.311
H  -0.91895  2.51665  3.92451  0.290
H  -2.04508  -2.60097  -1.84526  0.577
H  -4.53643  -3.62842  -0.52941  0.611
H  -1.76089  -4.08015  0.56173  0.079
H  -2.79001  -5.49965  0.35267  0.633
H  -3.34129  -4.16134  1.33821  -0.113
H  0.84282  -1.62484  -0.30788  -0.077
H  -0.28428  -2.39296  -1.36089  1.010
H  1.10164  0.13769  -1.74334  0.272
H  0.18993  -0.80430  -2.88844  0.726
H  -0.92604  1.16133  -2.96331  0.786
H  -1.94301  0.30236  -1.85865  -0.046
H  0.24510  1.87204  -0.56924  -0.521
H  -1.45694  1.75113  -0.10023  0.709
H  -3.12222  2.82212  -1.55608  0.339
H  -2.59067  4.31538  -2.36460  0.399
H  -2.30333  2.76770  -3.13575  0.354
H  1.24128  3.79539  -0.49532  0.287
H  0.70487  5.48212  -0.36533  0.193
H  0.56747  4.41358  1.02670  0.184
C  -4.28048  -5.49049  3.83263  -0.616
N  -4.09429  -6.79911  3.13989  0.948
O  -4.78007  -7.74328  3.47651  -0.569
O  -3.26436  -6.83168  2.25434  -0.546
H  -5.04995  -5.61586  4.58409  0.324
H  -3.32398  -5.22644  4.27262  0.279
H  -4.55950  -4.74892  3.08441  0.209
C  -1.22996  8.52581  0.33406  -0.262
N  0.20960  8.60871  -0.03497  0.922
O  0.70305  7.65890  -0.61015  -0.568
O  0.80395  9.62384  0.25913  -0.565
H  -1.60770  7.56210  0.01134  0.153
H  -1.29040  8.63667  1.41248  0.278
H  -1.73297  9.35526  -0.15587  0.031
C  -2.52275  -2.87298  -5.35391  -0.504
N  -1.26975  -2.15586  -4.98175  0.781
O  -1.05633  -1.96906  -3.79512  -0.380
O  -0.53751  -1.80506  -5.87689  -0.552
H  -3.02368  -3.09429  -4.42413  0.014
H  -3.10151  -2.21294  -5.99225  0.264
H  -2.23609  -3.76984  -5.89421  0.271
C  -5.73388  -10.04276  1.83097  -0.701
N  -6.55609  -11.09155  1.16511  0.874
O  -6.81260  -12.09916  1.79054  -0.527
O  -6.91798  -10.86581  0.02883  -0.530
H  -5.48914  -10.38024  2.82903  0.325
H  -4.84405  -9.89745  1.22713  0.283
H  -6.32220  -9.13264  1.85386  0.275
C  -2.59023  13.27237  -1.35399  -0.722
N  -2.91035  11.82618  -1.49902  0.874
O  -3.18382  11.40465  -2.59861  -0.510
O  -2.86913  11.15677  -0.48365  -0.562
H  -2.66503  13.73334  -2.33086  0.301
H  -3.30549  13.69006  -0.65256  0.289
H  -1.58461  13.33707  -0.95032  0.295
C  5.01554  -6.02955  1.61105  -0.748
N  4.68774  -4.58718  1.77934  0.831
O  5.38893  -3.77120  1.21837  -0.507
O  3.72825  -4.31868  2.47241  -0.488
H  5.88634  -6.10543  0.97217  0.310
H  5.20331  -6.43218  2.60139  0.289
H  4.14616  -6.50673  1.16975  0.294

***

Density functional theory data (ωB97M-V with the def2-TZVPD basis set) for a molecular structure, C18H25FN2OPtS2Si.

## Properties
- HOMO-LUMO gap (alpha / beta): 6.4 / 6.4 eV
- Energy above the lowest of the compared OMol25 structures with the same formula, charge and spin: 0.366 eV
- HOMO level (alpha / beta): -6.930 / -6.930 eV
- 2S+1: 1
- Energy: -2190.68413 hartree
- Maximum force: 2.3 eV/Å

Last column: Mulliken charge in e.
CARTESIAN COORDINATES (ANGSTROEM)
Pt  -0.24614  -0.45727  -0.17486  1.436
S  -0.06911  -0.10844  2.26055  -0.449
C  -1.51062  -1.03446  2.25505  0.547
C  -2.16550  -1.51202  3.40027  -0.781
C  -3.29231  -2.28530  3.24992  -0.085
C  -3.76288  -2.56127  1.96380  -0.830
C  -3.07431  -2.04854  0.88453  0.010
N  -1.97603  -1.31284  1.02030  -0.224
H  -1.75181  -1.27254  4.36720  0.378
H  -3.80678  -2.68545  4.11257  0.397
H  -4.64548  -3.16019  1.80411  0.371
H  -3.40498  -2.23968  -0.12700  0.391
C  -0.02717  -2.19047  -4.73900  -1.311
Si  0.07991  -1.90739  -2.85245  -0.128
C  1.76371  -2.61944  -2.31938  -0.763
C  -1.28517  -2.99028  -2.07165  -1.176
N  -0.11262  -0.29562  -2.22428  -0.225
C  -0.26720  0.90587  -2.84017  0.656
C  -0.42448  1.05296  -4.23327  -0.243
C  -0.61610  2.27987  -4.83339  -0.934
C  -0.64624  3.44650  -4.08461  -0.370
C  -0.46097  3.35871  -2.71440  -0.757
C  -0.27823  2.12595  -2.13202  0.419
F  -0.07721  2.09753  -0.77876  -0.337
H  0.10753  -3.24816  -4.95501  0.382
H  0.74977  -1.65319  -5.27749  0.356
H  -0.99280  -1.90265  -5.14759  0.375
H  1.78503  -3.69900  -2.44617  0.496
H  1.93407  -2.39651  -1.27156  0.065
H  2.58217  -2.20172  -2.89984  0.302
H  -1.22561  -4.01100  -2.44338  0.365
H  -2.27957  -2.61531  -2.30319  0.277
H  -1.17593  -3.02673  -0.98892  0.406
H  -0.40902  0.16688  -4.84032  0.192
H  -0.73864  2.32872  -5.90644  0.397
H  -0.81053  4.40587  -4.54978  0.373
H  -0.44727  4.23811  -2.08574  0.424
O  2.17501  -0.52476  -0.01015  -0.887
S  3.39809  0.27580  0.23922  0.181
C  4.38753  -0.76888  1.41732  -0.642
C  5.61058  -1.29976  0.68232  -0.649
C  5.19219  -1.46704  -0.77631  -0.471
C  4.54002  -0.14974  -1.15318  -0.672
H  3.70329  -1.56444  1.70818  0.319
H  4.63529  -0.16912  2.28977  0.412
H  5.95279  -2.24070  1.11657  0.331
H  6.42736  -0.57707  0.74493  0.305
H  4.46132  -2.27297  -0.86499  0.188
H  6.04268  -1.69513  -1.42066  0.429
H  3.94308  -0.19148  -2.06024  0.255
H  5.26831  0.65784  -1.22353  0.495

***

Density functional theory data (ωB97M-V with the def2-TZVPD basis set) for a single C3H6N2 molecule.

## Properties
- HOMO-LUMO gap: 9.7 eV
- Energy above the lowest of the compared OMol25 structures with the same formula, charge and spin: 2.619 eV
- HOMO level: -8.828 eV
- 2S+1: 1
- Energy: -227.32859 hartree
- SMILES: C=C=NCN
- Maximum force: 3.9 eV/Å

Last column: Mulliken charge in e.
CARTESIAN COORDINATES (ANGSTROEM)
C  2.18590  -0.20490  0.03341  -0.929
C  0.94629  0.02285  0.38960  0.505
N  -0.09697  -0.16693  0.95567  -0.315
C  -1.20216  -0.44557  0.03697  -0.270
N  -1.58060  0.83827  -0.52925  -0.582
H  2.53544  -1.21574  -0.13285  0.245
H  2.88066  0.61671  -0.08091  0.240
H  -0.90055  -1.11907  -0.77877  0.278
H  -2.02879  -0.90445  0.59037  0.289
H  -2.19043  1.29251  0.15182  0.263
H  -0.54880  1.28632  -0.63607  0.277

***

Density functional theory data (ωB97M-V with the def2-TZVPD basis set) for a gas-phase ion, C5H14N2O (charge +1).

## Properties
- HOMO-LUMO gap (alpha / beta): 10.7 / 4.9 eV
- <S²>: 0.755
- Energy above the lowest of the compared OMol25 structures with the same formula, charge and spin: 1.634 eV
- HOMO level (alpha / beta): -13.369 / -13.032 eV
- 2S+1: 2
- Net charge: +1
- Energy: -383.31559 hartree
- Maximum force: 3.4 eV/Å

Last column: Mulliken charge in e.
CARTESIAN COORDINATES (ANGSTROEM)
C  -1.39673  1.32266  0.24282  -1.548
C  -0.29405  0.29558  -0.05546  0.386
C  -0.87502  -1.08467  -0.54676  -0.788
C  -1.57140  -1.86578  0.54773  -0.606
N  -0.70567  -2.14787  1.66425  -0.490
N  0.60501  0.64892  -1.11504  0.029
C  2.05185  0.83805  -0.80038  -0.408
O  2.18007  2.06747  -0.17045  -0.470
H  -2.08320  1.31660  -0.61628  0.404
H  -2.01365  0.87350  1.01611  0.371
H  -1.06470  2.34308  0.38722  0.447
H  0.24454  0.19022  0.89831  0.294
H  -1.54700  -0.83992  -1.37337  0.386
H  -0.08420  -1.61597  -1.08889  0.397
H  -1.94168  -2.79671  0.09300  0.343
H  -2.40570  -1.27340  0.92411  0.339
H  0.20646  -2.47410  1.35879  0.206
H  -1.08581  -2.83387  2.31317  0.265
H  0.33684  1.57467  -1.47572  0.374
H  2.51468  0.08892  -0.15923  0.375
H  2.54430  0.88503  -1.76932  0.331
H  2.18293  2.01268  0.77966  0.363